Record 1
ORCA calculation (ωB97M-V/def2-TZVPD) on a 2-piece molecular cluster, C4H14NOS2 overall.

The geometry in XYZ format:
```
22
Properties=species:S:1:pos:R:3
N -0.35 2.01 0.21
C 0.18 1.53 -1.22
C 0.74 2.77 -1.94
C 1.11 0.32 -1.01
S 0.54 -1.42 -0.89
S -1.07 -1.63 0.05
C -1.04 -1.87 1.85
H 0.32 2.05 1.04
H -0.81 3.03 0.16
H -1.11 1.29 0.56
H -0.73 1.14 -1.62
H 1.16 3.64 -1.25
H -0.14 3.24 -2.56
H 1.65 2.45 -2.47
H 1.70 0.24 -2.01
H 1.75 0.59 -0.20
H -0.13 -1.36 2.18
H -1.28 -2.94 2.05
H -1.89 -1.34 2.36
H 0.69 0.69 3.68
H 1.19 0.75 2.30
O 0.34 0.60 2.70
```

E_LUMO ... -3.5 eV
Energy relative to the best compared isomer or geometry (same formula, charge and spin) ... 238.1 kJ/mol
DFT total energy ... -1086.8577 a.u.
Net charge ... +1
HOMO ... -12.208 eV
Max |F| ... 5.1 eV/A

Atomic partial charges in e from the Löwdin method, atoms 1 to 5: atom 1 (N): 0.135, atom 2 (C): -0.371, atom 3 (C): -0.054, atom 4 (C): -0.486, atom 5 (S): 0.484

=====

Record 2
ORCA calculation (ωB97M-V/def2-TZVPD) on C4H14NbO2 as an isolated structure.

The geometry in XYZ format:
```
21
Properties=species:S:1:pos:R:3
C 3.13 -1.18 -0.50
O 3.17 0.21 -0.42
C 2.33 0.69 0.65
Nb 0.07 0.81 0.15
C -2.08 0.64 -0.56
C -2.89 -0.34 0.34
O -3.58 -1.33 -0.45
H 3.46 -1.44 -1.51
H 3.81 -1.68 0.21
H 2.13 -1.60 -0.37
H 2.63 1.74 0.82
H 2.51 0.15 1.59
H 0.12 2.63 0.05
H 0.58 0.59 -1.61
H 0.08 -1.02 0.42
H -0.36 0.96 1.92
H -2.15 0.24 -1.58
H -2.57 1.63 -0.59
H -3.61 0.27 0.91
H -2.26 -0.91 1.02
H -4.49 -1.06 -0.48
```

E_LUMO ... 3.0 eV
DFT total energy ... -367.9706 a.u.
Net charge ... -1
HOMO ... -3.931 eV
Max |F| ... 1.1 eV/A

Atomic partial charges in e from the Löwdin method, atoms 1 to 5: atom 1 (C): -0.219, atom 2 (O): -0.347, atom 3 (C): -0.452, atom 4 (Nb): 1.125, atom 5 (C): -0.426

=====

Record 3
ORCA calculation (ωB97M-V/def2-TZVPD) on a 3-piece molecular cluster, C4H14O2S overall.

The geometry in XYZ format:
```
21
Properties=species:S:1:pos:R:3
C -0.51 -1.75 1.54
C 0.75 -0.91 0.96
C 0.79 -0.45 -0.52
C 2.06 0.33 -0.82
S 2.17 0.63 -2.64
H -0.27 -2.28 2.48
H -1.27 -0.99 1.79
H -0.89 -2.51 0.83
H 1.68 -1.51 1.10
H 0.80 0.01 1.60
H -0.17 0.07 -0.78
H 0.73 -1.45 -1.15
H 2.98 -0.30 -0.60
H 2.01 1.33 -0.33
H 0.86 0.91 -2.68
H -0.85 3.24 -0.23
H -0.37 1.96 -0.91
O -1.24 2.38 -0.54
H -2.36 0.73 0.46
H -3.83 0.54 0.02
O -3.09 0.03 0.42
```

E_LUMO ... 0.4 eV
Energy relative to the best compared isomer or geometry (same formula, charge and spin) ... 92.1 kJ/mol
DFT total energy ... -709.4306 a.u.
Structure (SMILES) ... CCCCS.O.O
HOMO ... -9.255 eV
Max |F| ... 3.3 eV/A

Atomic partial charges in e from the Löwdin method, atoms 1 to 5: atom 1 (C): -0.092, atom 2 (C): -0.253, atom 3 (C): -0.352, atom 4 (C): -0.586, atom 5 (S): 0.681

=====

Record 4
ORCA calculation (ωB97M-V/def2-TZVPD) on a 2-piece molecular cluster, C4H14O2SSi2 overall.

The geometry in XYZ format:
```
23
Properties=species:S:1:pos:R:3
C 0.09 -0.88 2.61
C 2.63 -0.60 1.24
C -0.44 -0.02 -3.05
C -1.92 1.97 -0.78
O 0.99 -3.39 -2.25
O 0.00 -0.40 -0.15
Si 0.90 -1.26 0.93
Si -0.37 0.77 -1.32
S 2.17 -2.55 -2.00
H 0.07 -1.76 3.26
H 0.81 -0.20 2.95
H -0.88 -0.41 2.52
H 3.09 -0.27 0.20
H 2.56 0.34 1.77
H 3.24 -1.36 1.76
H -0.23 -1.11 -2.91
H -1.31 0.00 -3.66
H 0.26 0.53 -3.73
H -1.69 2.98 -0.62
H -2.74 1.87 -1.63
H -2.42 1.61 0.10
H 0.91 -2.75 0.49
H 0.79 1.60 -1.37
```

E_LUMO (spin up / spin down) ... -1.6 / -1.6 eV
Energy relative to the best compared isomer or geometry (same formula, charge and spin) ... 0.0 kJ/mol
DFT total energy ... -1288.4595 a.u.
Structure (SMILES) ... C[SiH](C)O[SiH](C)C.O=S
HOMO (spin up / spin down) ... -9.306 / -9.214 eV
Max |F| ... 4.2 eV/A

Atomic partial charges in e from the Löwdin method, atoms 1 to 5: atom 1 (C): -0.175, atom 2 (C): -0.219, atom 3 (C): -0.208, atom 4 (C): -0.183, atom 5 (O): -0.660

=====

Record 5
ORCA calculation (ωB97M-V/def2-TZVPD) on a 2-piece molecular cluster, C4H14OSi2 overall.

The geometry in XYZ format:
```
21
Properties=species:S:1:pos:R:3
C 0.59 -2.63 -0.39
C 1.70 -0.66 1.81
C -2.37 1.04 -0.63
C 0.46 1.44 -1.89
O -0.04 2.54 1.54
Si 0.18 -1.18 0.79
Si -0.51 0.65 -0.45
H 0.54 -3.59 0.13
H -0.09 -2.68 -1.24
H 1.60 -2.54 -0.78
H 1.54 0.35 2.18
H 1.87 -1.31 2.67
H 2.60 -0.66 1.22
H -2.82 0.49 -1.46
H -2.91 0.77 0.27
H -2.52 2.10 -0.81
H 1.28 0.80 -2.22
H -0.17 1.65 -2.74
H 0.89 2.37 -1.54
H -0.92 2.69 1.87
H -0.91 -1.65 1.68
```

E_LUMO ... -0.4 eV
Energy relative to the best compared isomer or geometry (same formula, charge and spin) ... 365.9 kJ/mol
DFT total energy ... -814.9596 a.u.
HOMO ... -8.439 eV
Max |F| ... 3.2 eV/A

Atomic partial charges in e from the Löwdin method, atoms 1 to 5: atom 1 (C): -0.266, atom 2 (C): -0.250, atom 3 (C): -0.248, atom 4 (C): -0.224, atom 5 (O): -0.410

=====

Record 6
ORCA calculation (ωB97M-V/def2-TZVPD) on one molecule with the formula C4H14Si4.

The geometry in XYZ format:
```
22
Properties=species:S:1:pos:R:3
C -2.54 2.73 0.16
C -0.59 -3.54 0.49
C -2.00 1.52 0.53
C -0.32 -2.73 -0.50
Si 3.78 1.21 0.38
Si -1.93 -0.13 -0.43
Si 0.21 -0.87 -0.20
Si 1.99 0.73 -0.88
H -2.72 3.47 0.94
H -3.17 2.93 -0.73
H -0.73 -4.55 0.32
H -0.63 -3.21 1.60
H -1.21 1.59 1.22
H -0.17 -3.09 -1.54
H 3.28 0.43 1.48
H 4.05 2.70 0.40
H 4.90 0.77 -0.28
H -2.77 -0.11 -1.69
H -2.86 -0.89 0.64
H 0.93 1.84 -1.10
H 0.19 -0.77 1.32
H 2.31 0.00 -2.12
```

E_LUMO ... 0.1 eV
Energy relative to the best compared isomer or geometry (same formula, charge and spin) ... 105.2 kJ/mol
DFT total energy ... -1318.5724 a.u.
Structure (SMILES) ... C=C[SiH2][Si@@H](C=C)[SiH2][SiH3]
HOMO ... -8.639 eV
Max |F| ... 4.1 eV/A

Atomic partial charges in e from the Löwdin method, atoms 1 to 5: atom 1 (C): -0.085, atom 2 (C): -0.123, atom 3 (C): -0.397, atom 4 (C): -0.412, atom 5 (Si): 0.418

=====

Record 7
ORCA calculation (ωB97M-V/def2-TZVPD) on C4H15HgN2O as an isolated structure.

The geometry in XYZ format:
```
23
Properties=species:S:1:pos:R:3
C 1.48 -4.49 -2.33
Hg -1.33 -0.90 -2.72
N -2.37 2.06 -2.41
H 1.94 -5.71 -2.47
H -3.02 2.01 -1.66
H 1.48 -5.21 -1.39
H 0.93 -4.74 -3.36
H 0.80 -3.70 -1.89
H 2.42 -3.90 -2.61
H -1.49 2.23 -1.95
H -2.62 2.90 -2.87
C -1.13 1.80 2.55
N 0.17 1.72 1.97
C 1.29 1.71 2.88
C 0.33 1.28 0.70
O -0.59 1.10 -0.13
H -1.07 2.34 3.48
H -1.51 0.79 2.73
H -1.74 2.34 1.82
H 1.43 0.75 3.39
H 2.14 1.93 2.23
H 1.09 2.47 3.63
H 1.41 1.23 0.41
```

E_LUMO (spin up / spin down) ... 3.0 / 3.0 eV
Energy relative to the best compared isomer or geometry (same formula, charge and spin) ... 128.1 kJ/mol
DFT total energy ... -499.3417 a.u.
Net charge ... -1
HOMO (spin up / spin down) ... -3.283 / 0.930 eV
Max |F| ... 3.3 eV/A

Atomic partial charges in e from the Löwdin method, atoms 1 to 5: atom 1 (C): -0.302, atom 2 (Hg): 0.154, atom 3 (N): -0.039, atom 4 (H): -0.005, atom 5 (H): -0.008

=====

Record 8
ORCA calculation (ωB97M-V/def2-TZVPD) on a 2-piece molecular cluster, C4H15N2O overall.

The geometry in XYZ format:
```
22
Properties=species:S:1:pos:R:3
C -1.14 -1.88 -1.09
C -0.31 -0.67 -0.84
C 0.68 -0.38 -1.93
C 2.12 0.14 -1.45
N 1.79 1.33 -0.60
N -0.91 0.71 -0.36
H -0.71 -2.86 -0.78
H -2.17 -1.69 -0.71
H -1.39 -1.94 -2.20
H 0.19 -1.11 0.08
H 0.97 -1.42 -2.39
H 0.05 0.26 -2.72
H 2.79 0.32 -2.29
H 2.82 -0.50 -0.74
H 2.08 2.20 -1.12
H -0.19 1.32 -0.38
H 2.33 1.36 0.24
H -1.65 1.10 -1.04
H -1.38 0.81 0.58
H -2.50 1.34 7.08
H -1.27 0.64 6.41
O -2.20 0.94 6.26
```

E_LUMO ... -3.2 eV
Energy relative to the best compared isomer or geometry (same formula, charge and spin) ... 247.5 kJ/mol
DFT total energy ... -345.8515 a.u.
Net charge ... +1
HOMO ... -13.533 eV
Max |F| ... 6.4 eV/A

Atomic partial charges in e from the Löwdin method, atoms 1 to 5: atom 1 (C): -0.076, atom 2 (C): -0.385, atom 3 (C): -0.163, atom 4 (C): -0.212, atom 5 (N): -0.043

=====

Record 9
ORCA calculation (ωB97M-V/def2-TZVPD) on a 2-piece molecular cluster, C4H15N2O overall.

The geometry in XYZ format:
```
22
Properties=species:S:1:pos:R:3
N -0.30 1.22 -1.41
C -0.63 0.61 0.00
C -1.79 1.25 0.67
C 0.62 0.51 0.84
N 0.44 -0.82 1.61
C 1.79 -1.57 1.56
H 0.51 0.66 -1.85
H -1.22 0.94 -2.00
H -0.34 2.27 -1.41
H -0.88 -0.50 -0.24
H -1.44 1.55 1.72
H -2.64 0.49 0.70
H -2.07 2.10 0.04
H 1.56 0.42 0.19
H 0.84 1.40 1.46
H 0.27 -0.61 2.52
H 1.80 -2.47 2.12
H 1.92 -1.96 0.55
H 2.61 -0.90 1.70
H -0.77 -1.24 -3.54
H -0.13 -2.14 -2.43
O -0.16 -1.22 -2.81
```

E_LUMO ... -3.4 eV
Energy relative to the best compared isomer or geometry (same formula, charge and spin) ... 234.9 kJ/mol
DFT total energy ... -345.8562 a.u.
Net charge ... +1
HOMO ... -13.043 eV
Max |F| ... 4.6 eV/A

Atomic partial charges in e from the Löwdin method, atoms 1 to 5: atom 1 (N): 0.149, atom 2 (C): -0.401, atom 3 (C): -0.041, atom 4 (C): -0.189, atom 5 (N): -0.061

=====

Record 10
ORCA calculation (ωB97M-V/def2-TZVPD) on a 4-piece molecular cluster, C4H15N2O2 overall.

The geometry in XYZ format:
```
23
Properties=species:S:1:pos:R:3
C -1.19 0.68 1.60
C 0.24 1.18 1.59
C 0.86 0.92 0.16
N 0.37 -0.19 -2.55
C -0.14 0.95 -2.06
N 0.10 1.67 -0.87
H -1.62 0.22 2.47
H -1.14 -0.10 0.65
H -1.85 1.42 1.14
H 0.25 2.27 1.50
H 0.84 0.91 2.45
H 1.85 1.41 0.19
H 1.04 -0.15 -0.07
H 1.15 -0.12 -3.18
H -1.34 -0.80 0.07
H -0.39 1.60 -2.89
H -0.94 0.66 -1.24
H 1.12 -2.87 -1.04
H 0.35 -1.07 -2.00
O 0.54 -2.16 -0.70
H -0.20 -2.60 2.23
H 0.14 -2.05 0.80
O -0.05 -1.79 1.75
```

E_LUMO ... -7.2 eV
Energy relative to the best compared isomer or geometry (same formula, charge and spin) ... 1078.9 kJ/mol
DFT total energy ... -420.7825 a.u.
Net charge ... +1
HOMO ... -12.780 eV
Max |F| ... 4.0 eV/A

Atomic partial charges in e from the Löwdin method, atoms 1 to 5: atom 1 (C): 0.039, atom 2 (C): -0.153, atom 3 (C): -0.165, atom 4 (N): 0.121, atom 5 (C): -0.261

=====

Record 11
ORCA calculation (ωB97M-V/def2-TZVPD) on a 3-piece molecular cluster, C4H15N2O2 overall.

The geometry in XYZ format:
```
23
Properties=species:S:1:pos:R:3
C -1.18 -1.45 -2.04
C 0.19 -0.93 -1.49
C -0.05 0.14 -0.48
C -0.05 1.42 -0.85
N -0.33 2.45 0.18
N -0.27 -0.28 0.83
H -1.24 -1.24 -3.10
H -2.01 -0.95 -1.55
H -1.25 -2.52 -1.91
H 0.77 -0.55 -2.33
H 0.77 -1.74 -1.09
H 0.19 1.78 -1.83
H -0.21 3.41 -0.15
H -1.30 2.41 0.50
H 0.33 2.31 0.99
H -1.07 0.14 1.29
H -0.36 -1.29 0.91
H 1.91 2.84 2.80
H 1.44 1.39 2.86
O 1.32 2.21 2.36
H -0.41 -4.11 0.31
H 0.79 -3.84 1.13
O 0.13 -3.36 0.61
```

E_LUMO ... -3.0 eV
Energy relative to the best compared isomer or geometry (same formula, charge and spin) ... 79.5 kJ/mol
DFT total energy ... -421.1632 a.u.
Net charge ... +1
HOMO ... -12.614 eV
Max |F| ... 1.0 eV/A

Atomic partial charges in e from the Löwdin method, atoms 1 to 5: atom 1 (C): -0.059, atom 2 (C): -0.185, atom 3 (C): -0.357, atom 4 (C): -0.058, atom 5 (N): 0.170

=====

Record 12
ORCA calculation (ωB97M-V/def2-TZVPD) on a 3-piece molecular cluster, C4H15N2O2 overall.

The geometry in XYZ format:
```
23
Properties=species:S:1:pos:R:3
C -0.16 -1.47 -0.76
C -1.28 -0.64 0.03
C -0.60 0.32 0.93
C -0.50 1.66 0.69
N -0.12 2.55 1.69
N 1.09 -1.50 -0.07
H 0.05 -0.90 -1.79
H -0.55 -2.55 -1.15
H -1.80 -0.03 -0.69
H -2.01 -1.23 0.62
H -0.50 -0.12 2.02
H -0.70 2.30 -0.31
H -0.06 2.33 2.66
H -0.01 3.56 1.47
H 1.88 -1.24 -0.67
H 1.35 -0.76 0.69
H 1.33 -2.39 0.35
H -2.08 1.89 -4.13
H -3.03 1.06 -3.62
O -2.19 1.00 -3.90
H 3.52 -0.54 1.60
H 3.34 -1.80 2.59
O 3.02 -1.53 1.78
```

<S²> ... 0.77
E_LUMO (spin up / spin down) ... -7.5 / -11.3 eV
Energy relative to the best compared isomer or geometry (same formula, charge and spin) ... 241.4 kJ/mol
2S+1 ... 2
DFT total energy ... -420.6443 a.u.
Net charge ... +2
HOMO (spin up / spin down) ... -17.045 / -17.045 eV
Max |F| ... 7.0 eV/A

Atomic partial charges in e from the Löwdin method, atoms 1 to 5: atom 1 (C): -0.131, atom 2 (C): -0.121, atom 3 (C): -0.055, atom 4 (C): -0.035, atom 5 (N): 0.243